(1)
A molecular structure, C11H21BrI2N5O6P at a distorted geometry, computed with ωB97M-V/def2-TZVPD.

## Properties
Orbital gap = 8.16 eV
HOMO level = -8.3 eV

The geometry in ORCA input format:
```
! RIJCOSX wB97M-V def2-TZVPD def2/J DEFGRID3
* xyz 0 1
C -2.62596 -2.93458 0.76537
C -1.62294 -2.14754 -0.08154
O -2.07081 -0.80593 -0.24287
C -1.01401 0.13189 -0.40880
P -0.28516 0.62570 1.27848
O 0.52721 -0.69044 1.84145
O -1.54018 0.89219 2.29553
N -1.69928 1.35544 -0.81612
C -0.87206 2.08750 -1.65942
O -0.63942 3.27386 -1.62614
C -0.28182 1.04885 -2.60969
Br -1.58818 0.55636 -3.95167
C -0.04907 -0.14804 -1.60441
C 1.44134 -0.24545 -1.39420
I 2.51536 1.38940 -0.60114
C 2.08938 -1.35761 -1.77392
C 1.43499 -2.56919 -2.38795
I 4.18438 -1.59316 -1.62048
H -2.92330 -3.83829 0.24708
H -3.51173 -2.34492 0.96741
H -2.15577 -3.23692 1.69493
H -0.65015 -2.21284 0.40105
H -1.57000 -2.61807 -1.06366
H 0.26251 -0.84738 2.75744
H -1.66249 1.83648 2.38314
H -1.97090 1.96716 -0.05263
H 0.67223 1.32435 -3.02900
H -0.50866 -0.98100 -2.11332
H 0.42635 -2.73170 -2.04068
H 1.43882 -2.43324 -3.46765
H 2.04769 -3.43822 -2.18458
C 0.67748 7.47769 -0.61583
O 0.86729 8.36848 0.19364
N 0.10042 6.28525 -0.28049
N 1.02882 7.59806 -1.93501
H -0.06311 5.54015 -0.93306
H -0.16872 6.16241 0.67589
H 1.45486 8.45921 -2.21783
H 0.88147 6.87786 -2.61545
C 0.68957 -4.81506 3.12940
O 0.13299 -5.52118 2.30973
N 1.08505 -3.53480 2.84087
N 0.96371 -5.23933 4.40183
H 1.54539 -2.93302 3.49600
H 0.89924 -3.19472 1.91595
H 0.68584 -6.17154 4.64216
H 1.42135 -4.67413 5.09018
*
```

=====

(2)
A molecular structure, C37H69AgN2O11 at a distorted geometry, computed with ωB97M-V/def2-TZVPD.

## Properties
⟨S²⟩ = 0.75
Orbital gap (alpha / beta) = 2.97 / 2.97 eV
HOMO level (alpha / beta) = -9.3 / -9.3 eV
Energy relative to the best compared isomer or geometry (same formula, charge and spin) = 87.8 kcal per mole

The geometry in ORCA input format:
```
! RIJCOSX wB97M-V def2-TZVPD def2/J DEFGRID3
* xyz 1 2
Ag 1.77613 3.21403 -6.47774
C -1.49146 -0.04456 -2.58827
C -0.21553 0.72755 -2.23140
C 0.37795 0.01268 -0.95807
O 0.90558 1.14118 -3.05001
H -2.29112 0.15977 -1.87629
H -1.16074 -1.02198 -2.93951
H -1.80837 0.27328 -3.58157
H -0.63098 1.65282 -1.83219
H -0.46047 0.07243 -0.26413
H 1.19747 0.57816 -0.51453
H 0.53073 -1.05988 -1.07797
C -4.17228 -5.41048 -1.62866
C -4.75182 -6.81537 -1.34803
C -4.14525 -7.41877 -0.04792
C -4.65753 -6.87170 1.21627
C -6.16657 -7.07345 1.39452
C -6.92126 -6.54860 0.18761
N -6.23451 -6.86137 -1.12962
O -6.93002 -6.50045 -2.28947
C -8.32191 -7.25317 0.10303
C -7.13782 -4.92909 0.28644
C -4.28549 -7.75454 -2.48442
H -4.44589 -4.66447 -0.88252
H -4.58440 -4.93543 -2.51893
H -3.14099 -5.35787 -1.97762
H -4.50732 -8.44476 -0.11375
H -3.06546 -7.56558 -0.07293
H -4.37285 -5.82185 1.28604
H -4.09006 -7.41584 1.97126
H -6.67597 -6.72570 2.29323
H -6.27781 -8.13782 1.60157
H -8.09893 -8.29389 -0.13209
H -8.84225 -7.21452 1.06004
H -8.86166 -7.09953 -0.83140
H -8.16990 -4.63515 0.47753
H -6.53439 -4.53463 1.10398
H -6.85668 -4.27091 -0.53568
H -4.79458 -8.69987 -2.29657
H -3.20311 -7.88114 -2.50724
H -4.70069 -7.51098 -3.46237
H -6.76321 -5.56301 -2.41196
C 4.95737 6.30011 4.87640
C 4.70340 4.88044 5.58495
C 3.17851 4.70728 5.55052
C 2.72616 3.42084 6.10551
C 3.45862 2.14270 5.43281
C 4.91206 2.27006 5.07286
N 5.15751 3.73953 4.74625
O 6.46099 3.91001 4.30501
C 5.73489 1.75071 6.18459
C 5.12143 1.34492 3.79778
C 5.24230 4.90538 7.01341
H 4.51618 6.98672 5.59891
H 4.41520 6.39912 3.93601
H 5.98816 6.65024 4.82180
H 2.74395 5.56367 6.06613
H 2.96876 4.91211 4.50069
H 1.66127 3.28710 5.91524
H 2.79465 3.54296 7.18648
H 2.93649 1.80112 4.53904
H 3.31078 1.44323 6.25561
H 6.79046 1.58615 5.96833
H 5.64477 2.25855 7.14485
H 5.35327 0.76307 6.44348
H 4.41288 0.52042 3.87691
H 4.84350 1.77124 2.83388
H 6.16288 1.04059 3.69369
H 4.95127 5.81649 7.53616
H 6.33046 4.92535 6.95354
H 4.91692 4.15750 7.73654
H 6.28236 4.27667 3.43595
O -4.74171 3.69021 0.03099
C -4.11804 4.17559 0.97928
O -4.25368 3.67115 2.23253
C -3.27602 4.36778 3.07979
C -3.02250 5.70179 2.38369
C -3.03478 5.20698 0.96751
H -2.43225 3.67788 3.09350
H -3.73212 4.54313 4.05413
H -2.18784 6.32403 2.70656
H -3.92647 6.24138 2.66616
H -2.11228 4.78847 0.56507
H -3.32190 5.97244 0.24659
O 6.25248 -4.11129 -4.09135
C 5.18930 -4.79397 -4.31702
O 5.11903 -5.87482 -5.23674
C 3.92658 -6.64395 -5.18406
C 3.22223 -6.00316 -3.97445
C 3.86693 -4.68626 -3.53587
H 4.39703 -7.52946 -4.75670
H 3.22012 -6.92533 -5.96497
H 3.36910 -6.71993 -3.16651
H 2.19186 -5.87523 -4.30622
H 3.93213 -4.48878 -2.46589
H 3.50565 -3.78261 -4.02678
O 5.78658 2.64475 -4.65032
C 6.45664 2.63530 -3.59076
O 7.19109 3.62521 -3.18853
C 7.65616 3.58964 -1.86520
C 7.65111 2.13965 -1.53539
C 6.56741 1.71038 -2.48152
H 6.83113 4.11594 -1.38516
H 8.61174 4.11400 -1.86828
H 7.32378 1.88758 -0.52671
H 8.52223 1.58924 -1.89078
H 5.64048 1.68397 -1.90863
H 6.65626 0.65854 -2.75327
O -2.37138 4.43070 -6.29601
C -3.34410 4.98532 -5.88910
O -3.40233 5.88610 -5.03967
C -4.69616 6.44320 -4.94953
C -5.72484 5.42215 -5.33130
C -4.79356 4.43038 -6.04354
H -4.67078 7.29250 -5.63228
H -4.94010 6.75087 -3.93271
H -6.50736 5.65219 -6.05437
H -6.22301 4.93089 -4.49548
H -5.17220 4.46679 -7.06501
H -4.77765 3.41888 -5.63769
*
```

=====

(3)
A molecular structure, C13H26GaNO4P2 at a distorted geometry, computed with ωB97M-V/def2-TZVPD.

## Properties
Orbital gap (alpha / beta) = 4.83 / 4.83 eV
HOMO level (alpha / beta) = -13.5 / -13.5 eV
Energy relative to the best compared isomer or geometry (same formula, charge and spin) = 27.9 kcal per mole

The geometry in ORCA input format:
```
! RIJCOSX wB97M-V def2-TZVPD def2/J DEFGRID3
* xyz 2 1
Ga 0.16333 -0.24986 0.69941
P 2.28155 -0.95389 0.80362
C 2.32964 -1.42816 -0.89158
C 1.15328 -1.49568 -1.64632
N -0.02336 -1.01945 -1.09382
C -1.21506 -1.29818 -1.63515
C -1.30610 -2.11367 -2.74491
C -0.13886 -2.51663 -3.38081
C 1.09031 -2.21194 -2.85634
C -2.46558 -0.69370 -1.04086
P -2.27887 0.94814 -0.30432
H 2.01957 -2.57630 -3.28800
H -2.30131 -2.27661 -3.15827
H -0.21435 -3.08371 -4.29182
H -3.19163 -0.56754 -1.85587
H -2.86005 -1.37627 -0.27319
H 2.91226 3.10318 -2.92562
H 3.22922 -1.84136 -1.36977
H -0.04681 5.14126 -0.82997
O 3.23484 2.69466 -3.72386
H 3.80446 3.36792 -4.12034
H -1.10004 0.77437 0.75166
O 0.40692 5.40790 -0.01417
H 0.38452 4.57219 0.50220
C -2.16224 2.18202 -1.59535
H -3.09554 2.14702 -2.17802
H -2.01719 3.19290 -1.18763
H -1.30426 1.97737 -2.24688
C -3.63881 1.34161 0.78493
H -3.42838 2.30791 1.26932
H -4.56436 1.40057 0.19655
H -3.71343 0.57234 1.56431
C 2.34240 -2.38170 1.94140
H 3.29128 -2.94842 1.92197
H 2.20381 -1.97097 2.95336
H 1.51094 -3.07233 1.71675
C 3.45889 0.30622 1.32957
H 3.20241 0.59213 2.35627
H 4.49045 -0.06300 1.30395
H 3.36478 1.17256 0.66476
C -0.61019 -1.05421 4.68030
O -0.08803 -0.62870 3.40211
C -0.91272 -0.75562 2.35413
O -2.04927 -1.18467 2.45536
H 0.22754 -0.90209 5.36771
H -0.90924 -2.11325 4.68795
H -1.46674 -0.42436 4.94527
*
```

=====

no.,electronic energy (hartree)
1,-4667.7938
2,-2534.6508
3,-3473.5185